[1]
C4H11NO4 | wB97M-V/def2-TZVPD

The geometry in XYZ format:
```
20
Properties=species:S:1:pos:R:3:forces:R:3:mulliken_charge:R:1
C -1.1342 1.1344 -1.6219 -0.1 -0.1 -0.1 -0.718
C 1.6429 -1.0263 -1.2809 0.1 0.3 0.2 -0.717
N 0.2682 -0.7330 -1.6292 -0.6 0.1 -0.5 -0.333
O -0.1718 0.4176 -0.8895 0.6 -0.6 0.2 -0.048
H -0.3279 -1.5071 -1.3206 0.1 0.4 0.1 0.241
H -1.4845 1.9164 -0.9502 0.0 0.0 0.0 0.272
H -1.9749 0.4867 -1.9024 0.0 0.1 0.0 0.297
H -0.6999 1.5734 -2.5200 0.0 0.0 -0.1 0.247
H 1.9919 -1.7957 -1.9701 0.0 0.0 0.0 0.334
H 1.7709 -1.3679 -0.2489 0.0 0.0 0.0 0.200
H 2.2317 -0.1174 -1.4357 0.0 -0.2 0.0 0.269
C 0.8985 0.7662 2.2511 0.0 0.4 0.1 -0.654
C -0.9895 -0.3024 1.4295 -0.2 0.0 0.1 0.833
O 0.2859 -0.4214 1.7671 -0.1 -0.6 -0.1 -0.303
O -1.4246 -1.4601 0.9080 0.2 -0.5 -0.1 -0.482
O -1.6889 0.6529 1.6073 -0.2 0.5 0.1 -0.586
H -2.3666 -1.3774 0.7004 0.2 0.3 0.2 0.344
H 0.9396 1.5087 1.4522 0.0 0.0 0.1 0.265
H 0.3333 1.1723 3.0922 0.1 0.0 -0.1 0.303
H 1.8999 0.4800 2.5615 0.0 0.0 0.0 0.236
```
Forces are in eV/Å.

Values from the calculation:
**2S+1**: 1
**SMILES**: COC(=O)O.CNOC

[2]
C4H11NO5 | wB97M-V/def2-TZVPD

The geometry in XYZ format:
```
21
Properties=species:S:1:pos:R:3:forces:R:3:mulliken_charge:R:1
C -0.7861 -1.7505 -0.0737 -1.1 -1.7 2.4 0.441
C 0.5182 -1.1436 0.4098 -1.2 0.2 -0.8 0.584
N 0.3744 -0.2657 -0.7533 0.3 4.0 0.3 -0.266
O -1.8607 -1.4696 0.4840 0.9 0.0 -0.8 -0.796
O -0.6906 -2.7613 -0.9469 0.2 0.3 -0.2 -0.451
O 1.6245 -1.9647 0.3398 0.1 0.1 0.1 -0.537
O 0.4001 -0.5119 1.6329 0.2 -0.2 -0.2 -0.554
H -2.3088 0.1941 0.3217 -0.2 0.9 -0.4 0.345
H -1.5853 -3.0893 -1.1412 0.2 0.3 0.1 0.396
H 2.1554 -1.8502 1.1373 -0.1 0.1 0.0 0.378
H -0.5436 -0.4461 1.8479 0.0 -0.1 -0.1 0.387
H 1.0125 -0.5905 -1.4668 0.1 0.2 -0.1 0.265
C 0.4166 1.4127 -0.6679 0.7 -2.4 -0.9 -0.234
C 1.4561 1.9873 0.2586 -0.2 0.1 0.2 -1.115
O -2.3995 1.1479 0.0581 -0.3 -0.6 0.4 -0.676
H -3.0427 1.1472 -0.6544 -0.1 0.0 0.0 0.291
H -0.5347 1.9235 -0.5363 -0.2 -1.1 0.3 0.208
H 0.6861 1.5556 -1.7062 0.2 0.3 -0.2 0.375
H 1.1425 1.9310 1.3000 0.1 -0.2 0.0 0.253
H 2.4075 1.4902 0.1204 0.3 0.0 0.1 0.290
H 1.5583 3.0539 0.0362 0.1 -0.1 -0.1 0.417
```
Forces are in eV/Å.

Values from the calculation:
**2S+1**: 1
**SMILES**: CCNC(O)(O)C(=O)O.O

[3]
C4H11NO5PSn | wB97M-V/def2-TZVPD

The geometry in XYZ format:
```
23
Properties=species:S:1:pos:R:3:forces:R:3:mulliken_charge:R:1
Sn 3.0312 2.2387 0.2461 -4.0 0.8 2.5 0.793
P 0.4148 2.9876 2.6062 -2.6 -0.5 4.4 0.861
O -1.1474 3.3283 2.4645 3.8 -1.2 -0.4 -0.738
O 0.8589 3.0042 4.1767 -0.7 0.2 -4.0 -0.727
O 1.2993 3.9985 1.7918 1.7 -1.1 -1.6 -0.652
O 0.7700 1.4715 2.0854 1.2 1.4 -1.0 -0.660
C 1.5009 -0.9208 -1.0223 1.3 -2.0 0.1 -1.545
C 0.1375 -0.3998 -0.9450 -0.9 0.8 -0.3 0.680
C -0.8058 -0.9611 0.0720 0.4 -1.3 0.5 -0.729
O -1.1541 -2.2925 -0.1881 -1.5 -1.6 -1.1 -0.430
C -1.9130 -2.5408 -1.4035 0.9 -0.5 0.4 -0.792
N 0.2526 0.9696 -0.5633 0.2 1.2 -1.2 -0.498
H 2.0820 -0.2710 -1.6767 0.0 -0.4 -0.4 0.279
H 1.4806 -1.9724 -1.3085 0.2 0.0 -0.8 0.407
H 2.0606 -1.0132 -0.0916 -0.3 0.6 0.6 0.216
H -0.3369 -0.4558 -1.9247 0.1 -0.1 -0.3 0.431
H -1.7035 -0.3674 0.2446 0.0 0.4 -0.3 0.533
H -0.2462 -0.9992 1.0066 -0.2 0.1 0.3 0.275
H -2.5658 -3.4109 -1.3331 -0.3 0.1 1.0 0.281
H -1.2514 -2.9128 -2.1858 0.5 0.6 -0.3 0.268
H -2.5112 -1.7102 -1.7783 0.2 0.3 0.3 0.331
H -0.6957 1.2888 -0.7012 0.1 1.3 0.5 0.225
H 0.4426 0.9406 0.4282 -0.3 0.9 1.2 0.193
```
Forces are in eV/Å.

Values from the calculation:
**2S+1**: 1
**Net charge**: -1

[4]
C4H11NO5PSn | wB97M-V/def2-TZVPD

The geometry in XYZ format:
```
23
Properties=species:S:1:pos:R:3:forces:R:3:mulliken_charge:R:1
Sn -2.1976 0.1076 0.2769 -3.4 -2.9 -3.6 0.818
P -2.7709 -2.2394 -1.1483 -2.9 -8.4 -4.8 0.749
O -3.0142 -3.6891 -0.5846 1.6 2.4 0.1 -0.864
O -3.8007 -1.3526 -0.4275 1.0 4.3 2.6 -0.641
O -3.2175 -2.2884 -2.6736 2.0 1.5 2.5 -0.829
O -1.2778 -1.7103 -0.8656 -2.4 1.3 2.0 -0.559
C 2.2715 1.4618 -1.0614 0.7 0.4 0.4 -1.637
C 1.1883 0.7011 -0.2394 0.4 0.0 -1.8 0.718
C 0.3705 1.5721 0.7268 1.6 -0.7 -0.9 -0.833
O -0.4894 0.7205 1.4873 2.6 0.6 1.8 -0.260
C 0.2331 -0.1304 2.4020 -1.3 -1.0 0.6 -0.790
N 0.2627 -0.0035 -1.1994 2.2 2.0 1.3 -0.572
H 3.0879 1.9605 -0.5390 -0.3 0.2 1.1 0.422
H 1.9093 2.2502 -1.7212 -0.6 -0.2 0.0 0.372
H 2.9239 0.8331 -1.6674 -0.7 -0.7 -0.3 0.414
H 1.6278 -0.1441 0.2903 0.7 0.6 0.6 0.238
H -0.2188 2.2836 0.1484 -0.2 0.0 0.2 0.330
H 1.0737 2.0660 1.3974 -0.3 0.3 0.2 0.342
H 0.4850 -1.0767 1.9232 0.4 0.2 -0.1 0.355
H -0.5143 -0.4008 3.1480 0.0 0.0 0.1 0.295
H 1.0617 0.2913 2.9708 0.1 0.5 -0.6 0.339
H 0.1155 -0.8821 -0.7236 -0.9 -0.3 -0.4 0.332
H 0.8903 -0.3306 -1.9200 -0.2 0.2 -0.9 0.264
```
Forces are in eV/Å.

Values from the calculation:
**2S+1**: 1
**Net charge**: -1

Number 1: HOMO energy -0.330 Ha, frontier orbital gap 9.7 eV. Number 2: HOMO energy -0.344 Ha, frontier orbital gap 10.0 eV. Number 3: HOMO energy -0.120 Ha, frontier orbital gap 3.8 eV. Number 4: HOMO energy -0.084 Ha, frontier orbital gap 4.5 eV.